No. 1
Molecular formula: C4H7N3O
Method: DFT, wB97M-V/def2-TZVPD

Each line ends with the Löwdin charge.
Element x y z (Å)
H  3.002  1.815  -0.601  0.113
N  2.116  1.400  0.055  -0.002
C  2.389  0.089  -0.085  -0.323
N  1.630  -1.038  -0.011  -0.075
N  0.310  -1.155  0.162  0.036
C  -0.411  -0.116  -0.445  -0.068
C  -1.848  -0.347  -0.304  -0.527
C  -2.517  0.474  0.776  -0.017
O  -2.971  0.233  -0.723  -0.050
H  3.377  -0.265  -0.247  0.091
H  1.901  -1.962  0.165  0.117
H  0.106  0.858  -1.174  0.204
H  -2.031  -1.496  -0.022  0.169
H  -1.638  1.390  0.900  0.169
H  -3.415  0.121  1.555  0.165

Total energy   -395.85509 Ha
HOMO level   -8.44 eV
ΔE to the lowest compared entry with this formula, charge and spin   770.1 kJ/mol
Charge   0
SMILES   [H]/N=C/N/N=C/[C@H]1CO1
Largest force on an atom   0.159 hartree/bohr


No. 2
Molecular formula: C25H33LuO2Se
Method: DFT, wB97M-V/def2-TZVPD

Each line ends with the Löwdin charge.
Element x y z (Å)
O  0.468  -1.995  -3.585  -0.323
C  1.101  -3.473  -3.453  -0.021
C  1.346  -3.548  -4.936  -0.076
H  0.321  -4.145  -3.050  0.133
H  1.964  -3.446  -2.781  0.092
C  0.457  -2.287  -5.103  -0.474
H  0.922  -4.450  -5.419  0.130
H  2.399  -3.391  -5.183  0.120
C  -0.883  -2.788  -5.562  -0.044
H  -1.143  -3.679  -4.982  0.089
H  -0.824  -3.039  -6.631  0.109
H  -1.691  -2.062  -5.481  0.065
C  0.924  -1.086  -5.948  0.002
H  1.937  -0.725  -5.700  0.089
H  0.215  -0.240  -5.838  0.093
H  0.917  -1.396  -7.007  0.096
Lu  -0.181  -0.836  -1.949  1.486
C  -0.273  1.943  -0.863  -0.178
C  0.498  1.237  0.091  -0.171
C  1.620  0.658  -0.566  -0.271
H  0.268  1.206  1.152  0.091
C  1.598  1.084  -1.942  -0.258
C  0.383  1.843  -2.116  -0.235
H  0.073  2.358  -3.038  0.095
H  -1.167  2.522  -0.622  0.106
H  2.423  0.110  -0.082  0.074
H  2.465  1.115  -2.612  0.088
C  -2.481  -0.381  -1.168  -0.217
C  -2.357  0.243  -2.450  -0.215
C  -2.177  -0.767  -3.425  -0.215
H  -2.502  1.311  -2.672  0.117
C  -2.191  -2.030  -2.744  -0.217
C  -2.366  -1.780  -1.352  -0.249
H  -2.422  -2.527  -0.560  0.085
H  -2.789  0.125  -0.259  0.108
H  -2.129  -0.526  -4.490  0.097
H  -2.200  -3.034  -3.175  0.101
O  4.006  -3.488  -2.769  -0.200
C  4.642  -2.295  -3.210  -0.215
C  5.747  -1.913  -2.198  -0.158
H  3.923  -1.464  -3.222  0.106
H  5.060  -2.442  -4.221  0.122
C  5.585  -2.894  -1.014  -0.145
H  5.511  -0.903  -1.862  0.102
H  6.753  -1.901  -2.658  0.113
C  4.198  -3.519  -1.321  -0.170
H  5.523  -2.379  -0.040  0.113
H  6.441  -3.592  -1.030  0.111
H  3.441  -2.887  -0.798  0.105
H  4.037  -4.590  -1.074  0.131
Se  0.360  -2.131  0.693  0.535
C  -0.297  -1.156  2.165  -0.703
C  0.556  -0.664  3.191  -0.149
C  0.079  0.144  4.224  -0.105
C  -1.287  0.456  4.320  -0.105
C  -2.160  -0.088  3.365  -0.101
C  -1.683  -0.918  2.345  -0.146
H  1.612  -0.924  3.150  0.091
H  0.766  0.531  4.976  0.097
H  -1.667  1.081  5.126  0.092
H  -3.225  0.129  3.430  0.096
H  -2.394  -1.380  1.664  0.080

Total energy   -4759.80759 Ha
HOMO level   -6.52 eV
ΔE to the lowest compared entry with this formula, charge and spin   127.0 kJ/mol
Charge   0
Largest force on an atom   0.087 hartree/bohr


No. 3
Molecular formula: C12H17N2
Method: DFT, wB97M-V/def2-TZVPD

Each line ends with the Löwdin charge.
Element x y z (Å)
C  1.912  2.859  2.858  -0.148
C  0.664  3.700  2.532  -0.151
C  -0.099  2.960  1.431  -0.130
N  0.520  1.630  1.388  -0.148
N  0.207  0.866  0.368  0.069
C  0.493  -0.365  0.174  -0.031
C  1.854  1.598  1.985  -0.137
H  2.820  3.425  2.644  0.113
H  1.913  2.587  3.918  0.114
H  0.021  3.798  3.412  0.113
H  0.925  4.698  2.179  0.112
H  -1.176  2.858  1.643  0.125
H  -0.010  3.459  0.451  0.125
H  -0.378  -0.830  -0.442  0.114
H  1.298  -0.908  0.695  0.124
H  2.656  1.609  1.225  0.130
H  1.998  0.679  2.576  0.122
C  0.110  -1.911  -1.019  -0.171
C  0.243  -1.699  -2.478  -0.021
C  -0.717  -1.810  -3.434  -0.045
C  -2.071  -2.238  -3.357  -0.044
C  -2.675  -2.874  -2.310  -0.040
C  -2.043  -3.277  -1.093  -0.047
C  -0.833  -2.973  -0.582  -0.028
H  1.102  -2.205  -0.654  0.126
H  1.242  -1.387  -2.806  0.129
H  -0.413  -1.533  -4.445  0.124
H  -2.671  -2.072  -4.258  0.123
H  -3.719  -3.165  -2.424  0.120
H  -2.655  -3.974  -0.510  0.127
H  -0.518  -3.504  0.331  0.131

Total energy   -576.51154 Ha
HOMO level   -12.24 eV
ΔE to the lowest compared entry with this formula, charge and spin   570.5 kJ/mol
Charge   +1
Largest force on an atom   0.101 hartree/bohr